Formula: C37H98N6O11
Source: the Open Molecules 2025 dataset
Level of theory: ωB97M-V/def2-TZVPD

```
152
Properties=species:S:1:pos:R:3:forces:R:3:lowdin_charge:R:1
C 13.211997 8.282343 27.008531 -0.1619 0.2228 0.3663 -0.125
O 12.249736 7.513841 26.338944 -0.1019 0.0964 0.0595 -0.196
C 12.817564 6.718410 25.322938 0.1096 0.1517 -0.2762 -0.221
C 11.742710 6.093786 24.454045 0.0459 -0.3910 -0.3135 -0.430
C 10.785845 5.220905 25.243088 -0.2660 0.4769 0.1734 -0.056
N 12.363379 5.305853 23.379176 0.2947 0.2675 0.2819 0.064
H 13.615742 9.087839 26.381654 0.1222 -0.1990 -0.1446 0.087
H 14.025500 7.652846 27.392713 0.0752 0.0718 -0.0662 0.082
H 12.719614 8.766125 27.855291 0.0124 -0.1159 -0.0106 0.088
H 13.440378 7.336336 24.657226 0.0887 0.0118 0.1601 0.111
H 13.461477 5.937267 25.761732 -0.0572 -0.0326 -0.0137 0.122
H 11.186023 6.901086 23.968550 -0.0679 0.0461 0.1422 0.141
H 11.324043 4.409488 25.738184 -0.0330 -0.1327 -0.1203 0.064
H 10.014546 4.840403 24.574439 0.1147 -0.2610 0.0079 0.076
H 10.278134 5.811879 26.010607 0.1034 -0.0446 0.0398 0.074
H 13.000001 5.926384 22.880214 -0.2209 -0.1483 -0.2176 0.029
H 12.983925 4.625845 23.819596 -0.1437 -0.1264 -0.0386 0.029
C 21.570343 1.744821 23.413749 -0.0398 0.1811 -0.1974 -0.098
O 20.832077 2.158003 22.284722 0.0941 -0.0689 -0.0386 -0.190
C 19.799196 1.254788 21.958254 0.3843 0.0532 -0.1401 -0.224
C 19.042070 1.781675 20.754608 -0.7212 -0.1402 -0.2705 -0.429
C 18.556291 3.195384 21.015812 0.2874 0.3007 0.0339 -0.057
N 17.884918 0.900983 20.559480 -0.2520 -0.2543 0.2691 0.033
H 22.081857 0.790530 23.233570 -0.1645 -0.0799 0.0793 0.093
H 20.907853 1.676964 24.282956 0.1796 -0.0896 0.1181 0.066
H 22.336052 2.497676 23.592029 -0.0739 0.0576 0.0893 0.088
H 20.238067 0.272170 21.720411 -0.1158 -0.0267 0.0976 0.131
H 19.105139 1.141067 22.804258 -0.0158 -0.0285 -0.0419 0.112
H 19.679587 1.771088 19.862730 0.2874 0.0694 0.1946 0.138
H 17.851231 3.205312 21.848138 0.0274 -0.0514 0.0322 0.057
H 18.068286 3.656815 20.155573 -0.0278 -0.1987 -0.0890 0.080
H 19.421583 3.808616 21.271581 -0.1133 0.1247 0.0357 0.075
H 17.456872 0.985148 19.648340 0.0895 0.1866 -0.0429 0.072
H 18.105063 -0.078547 20.693092 0.1531 0.0269 -0.0546 0.065
C 21.139378 3.845884 26.905879 -0.0226 0.5571 0.3986 -0.090
O 22.185749 2.909520 26.790150 -0.0803 -0.0021 -0.2833 -0.210
C 23.458974 3.512875 26.715009 0.2797 -0.4147 -0.2151 -0.220
C 23.923904 4.086300 28.033509 0.6420 0.3450 1.0325 -0.450
C 25.273611 4.769147 27.890035 0.4838 -0.2012 -0.9053 -0.076
N 24.021712 3.057480 29.097826 -0.0762 -0.1251 -0.6751 0.046
H 20.190697 3.375219 26.676513 0.0172 -0.1833 -0.1167 0.059
H 21.283430 4.701174 26.234631 -0.0340 -0.1179 -0.1272 0.087
H 21.078443 4.252526 27.924238 -0.0533 -0.0601 -0.0475 0.092
H 24.134570 2.694338 26.438324 0.0616 0.0672 0.0997 0.134
H 23.534448 4.242200 25.894789 -0.3388 0.1426 0.1324 0.127
H 23.270706 4.868710 28.431725 -0.4222 -0.1758 -0.3300 0.129
H 25.649312 5.158973 28.831475 -0.0856 -0.0061 0.0905 0.079
H 25.247242 5.572681 27.147026 -0.2190 0.1264 0.2442 0.079
H 26.022294 4.079676 27.471448 -0.0803 -0.1005 0.2992 0.081
H 23.290132 2.371588 28.915355 -0.0896 0.1028 0.2217 0.057
H 24.884089 2.539805 28.934790 0.0095 0.0558 0.1315 0.068
C 17.849618 6.846848 27.007451 -0.1611 -0.2861 -0.0692 -0.105
O 18.103109 5.494576 26.692772 -0.0995 0.1408 -0.0815 -0.202
C 16.937936 4.678739 26.720894 0.3476 0.4854 0.4562 -0.184
C 17.343703 3.325772 26.212582 -0.0695 -0.8827 -0.0181 -0.415
C 17.798458 3.370330 24.764391 0.2566 0.2317 -0.2407 -0.034
N 16.220578 2.390507 26.354364 -0.2913 0.2982 -0.2162 0.075
H 17.217654 7.295367 26.229566 0.0771 0.1630 0.0678 0.081
H 18.815920 7.343021 27.060715 -0.0359 0.1195 -0.0992 0.081
H 17.343415 6.963484 27.975418 0.0069 -0.1048 -0.0297 0.090
H 16.600458 4.636248 27.764811 -0.2206 -0.2023 -0.0918 0.119
H 16.116623 5.087620 26.112429 0.1311 0.0981 -0.0769 0.128
H 18.173151 2.948350 26.826490 0.1311 0.3547 0.0409 0.096
H 18.363277 2.470316 24.505042 -0.2264 -0.0872 -0.0789 0.059
H 18.466344 4.211517 24.558715 0.0216 -0.0223 0.2212 0.076
H 16.942061 3.486076 24.095797 -0.0295 -0.2051 0.0543 0.064
H 16.559474 1.431895 26.296257 0.0311 -0.0051 0.0401 0.048
H 15.811928 2.474911 27.287289 0.1479 0.1265 0.0636 0.049
C 21.071583 -0.165907 27.522950 0.5404 0.0095 0.9603 -0.111
O 19.876889 -0.795378 27.147340 -0.0379 0.0054 0.0338 -0.165
C 19.299794 -0.191540 26.019546 0.4609 0.5000 -0.5266 -0.244
C 17.980991 -0.849617 25.714161 -0.1166 0.6681 0.8108 -0.168
N 17.025645 -0.525890 26.796622 0.2749 -0.3745 -0.1967 -0.059
C 15.721655 -1.153885 26.657750 -0.5389 -0.0170 0.3858 -0.219
C 15.670383 -2.672938 26.551142 0.2061 -0.2457 -0.7651 -0.187
O 16.086454 -3.221929 25.293133 0.2290 0.1058 0.6975 -0.202
C 15.385148 -2.722603 24.196848 0.0863 -0.0208 -0.8834 -0.131
H 20.924982 0.835762 27.950301 -0.2347 0.0475 -0.4106 0.062
H 21.813634 -0.096481 26.720553 -0.1972 -0.0131 -0.1779 0.091
H 21.510842 -0.744674 28.340876 -0.0671 -0.1611 -0.1939 0.094
H 19.983739 -0.266061 25.156212 -0.1100 -0.2981 0.0535 0.116
H 19.197649 0.899281 26.166454 -0.2627 -0.1426 0.2340 0.108
H 18.145495 -1.925041 25.633843 -0.1168 -0.0019 -0.4493 0.125
H 17.600321 -0.378600 24.803109 -0.0504 -0.4437 -0.2050 0.117
H 17.443381 -0.813877 27.676701 0.0432 0.0362 -0.0273 0.113
H 15.160264 -0.676390 25.848557 0.1772 -0.1060 -0.1093 0.086
H 15.130803 -0.929822 27.557078 0.1681 0.1544 -0.0077 0.114
H 14.650880 -3.036247 26.732592 -0.0290 0.1586 0.2023 0.122
H 16.350948 -3.103653 27.287799 -0.1007 -0.0868 0.0432 0.128
H 14.297324 -2.748484 24.332672 -0.0075 0.0761 0.1163 0.096
H 15.635030 -3.357628 23.341398 -0.0961 -0.0497 0.1543 0.093
H 15.700826 -1.711429 23.906745 -0.1577 0.0183 0.2200 0.063
C 11.903243 5.207512 29.072879 -0.0738 -0.0632 -0.1287 -0.089
O 12.860435 4.241032 29.461838 -0.0456 0.1408 0.0313 -0.186
C 12.946716 3.175958 28.540179 -0.6843 -0.0927 -0.0324 -0.241
C 13.866443 2.141248 29.117999 0.2592 -0.3109 -0.4494 -0.205
N 15.229250 2.654807 29.198700 -0.1452 0.0057 0.4399 -0.081
C 16.153799 1.724547 29.847838 -0.6494 0.0669 -0.1481 -0.192
C 17.522212 2.344590 29.894247 0.4765 -0.4821 0.0233 -0.221
O 18.362764 1.519863 30.681783 -0.2358 0.0968 0.0400 -0.178
C 19.669966 2.023646 30.767572 0.3948 -0.0791 -0.1064 -0.110
H 10.937049 4.735454 28.850749 0.0656 -0.0184 -0.0058 0.091
H 12.228586 5.754541 28.183562 -0.0337 0.0401 -0.0271 0.070
H 11.754171 5.900307 29.897826 0.1463 0.0139 0.0414 0.090
H 13.261601 3.512959 27.542155 0.2263 0.0682 0.1080 0.116
H 11.949406 2.721229 28.401172 0.0970 0.0796 0.0653 0.128
H 13.857915 1.278339 28.439403 0.0720 0.0064 0.0510 0.111
H 13.470091 1.791699 30.081604 0.0707 0.0952 0.0573 0.127
H 15.189845 3.515331 29.738934 0.0269 0.0037 -0.0609 0.116
H 16.173094 0.811729 29.245597 0.1069 -0.0319 0.0342 0.108
H 15.807178 1.447883 30.852798 0.1779 -0.0002 0.0519 0.128
H 17.477180 3.351268 30.331795 0.0070 0.0585 -0.0785 0.130
H 17.930106 2.400541 28.875977 -0.0586 0.2393 0.0359 0.113
H 19.671154 3.108541 30.921145 0.0314 -0.0206 0.1155 0.089
H 20.265744 1.807635 29.867700 -0.2215 0.0798 -0.0520 0.069
H 20.171692 1.527653 31.597507 -0.0903 0.0832 0.0787 0.091
C 16.074964 8.236150 22.890811 0.0696 0.9737 0.7606 -0.054
C 15.708786 7.072930 22.018637 -0.2123 -0.0151 -0.2206 -0.468
C 16.051804 5.755017 22.655771 -0.0231 -0.3810 0.2960 -0.052
O 14.284834 7.072569 21.787855 0.2939 -0.0246 -0.1826 -0.066
H 15.947590 9.196541 22.381632 0.0081 -0.0946 -0.1342 0.085
H 17.101760 8.214786 23.256851 0.0838 -0.1995 -0.2953 0.049
H 15.438002 8.296139 23.780633 -0.0980 -0.2722 -0.1069 0.071
H 16.233369 7.171867 21.061623 -0.0483 -0.1038 -0.0246 0.142
H 17.119842 5.686933 22.871946 -0.0107 0.0751 -0.0569 0.071
H 15.774139 4.909425 22.025030 -0.0126 0.0595 -0.0690 0.088
H 15.507643 5.639750 23.599805 0.0225 0.0327 -0.0305 0.073
H 14.076697 7.722028 21.110941 -0.0145 0.0494 0.0198 0.095
C 19.507936 9.368088 24.696672 0.1901 0.1295 0.0893 -0.060
C 20.124872 8.495330 23.613008 -0.3081 0.0008 0.4620 -0.489
C 19.967440 7.013288 23.917406 0.6056 -0.0814 -0.6560 -0.048
O 19.486656 8.732266 22.359591 0.0585 -0.0406 -0.0913 -0.056
H 18.458429 9.114592 24.845383 -0.0201 -0.0142 -0.0266 0.061
H 19.572871 10.429424 24.440103 0.0068 -0.0329 -0.0156 0.078
H 20.033901 9.231996 25.645105 -0.0253 -0.0241 -0.0172 0.080
H 21.196794 8.716841 23.545916 -0.0184 0.0540 -0.1604 0.133
H 20.781922 6.666250 24.555012 -0.1716 0.0546 0.2718 0.074
H 20.110649 6.491756 22.965554 -0.2059 -0.1337 0.1214 0.085
H 19.007450 6.741239 24.350914 -0.0645 0.0621 0.0072 0.055
H 19.548628 9.669753 22.151140 -0.0017 0.0035 0.0286 0.089
C 14.719627 1.171522 23.443651 0.3975 0.0788 0.1406 -0.052
C 13.570807 1.947506 24.049977 -0.3647 0.1182 0.5008 -0.468
C 12.775699 1.111474 25.050393 -0.0883 0.1256 0.4898 -0.047
O 14.024160 3.136331 24.700810 -0.1257 0.0315 -0.3534 -0.118
H 15.160824 1.729886 22.616891 -0.0674 -0.2447 -0.1863 0.078
H 14.404613 0.168325 23.153706 -0.0404 0.1029 -0.3513 0.073
H 15.524465 1.041871 24.175449 -0.1475 0.0349 0.0797 0.050
H 12.893646 2.297370 23.267046 0.0114 -0.0623 -0.0553 0.134
H 13.441241 0.743371 25.841719 0.0066 -0.0615 -0.1439 0.056
H 12.238434 0.265321 24.617653 0.1731 -0.0197 -0.1756 0.079
H 12.033963 1.734005 25.559447 0.0191 0.0659 -0.1670 0.069
H 14.801566 2.911632 25.250611 0.2376 -0.2327 0.2124 0.025
```
Forces are in eV/Å.

structure (SMILES): COC[C@H](C)N.COC[C@H](C)N.COC[C@H](C)N.COC[C@H](C)N.COCCNCCOC.COCCNCCOC.CC(C)O.CC(C)O.CC(C)O
gap between HOMO and LUMO: 0.3300 Eh
total energy: -2624.5738 Ha
energy relative to the best compared isomer or geometry (same formula, charge and spin): 0.0 kJ/mol
HOMO: -8.43 eV